(1)
Here is C9H27LiNO5 as an isolated structure at a distorted geometry from the Open Molecules 2025 dataset. Energies are from wB97M-V/def2-TZVPD.

The total charge is +1. As for the HOMO-LUMO gap: 9.79 eV. The HOMO energy is -12.3 eV. The calculation puts the total energy at -21693.663 eV. Its spin multiplicity is 1. Its strongest force on any atom is 6.12 eV/A. As for the LUMO energy: -2.5 eV.

Last column: Mulliken charge in e.
Positions of all 43 atoms, in Å:
Li (-0.36900, 0.66795, 0.25077)  0.823
C (1.48900, -0.70105, 2.61277)  -0.647
O (0.16800, -0.33905, 2.11077)  -0.251
H (1.41900, -0.86405, 3.68377)  0.462
H (1.93800, 0.10595, 2.32677)  0.202
H (1.76300, -1.56705, 1.87877)  0.081
H (-0.30200, -0.30105, 2.96377)  0.218
C (0.43300, 2.22695, -1.91223)  -0.669
O (1.03700, 1.29195, -1.07923)  -0.327
H (-0.10800, 2.86895, -1.28223)  0.200
H (-0.08900, 1.69895, -2.61623)  0.257
H (1.34800, 2.76795, -2.25423)  0.379
H (1.75500, 0.92195, -1.53523)  0.203
C (0.90700, 3.10995, 1.82077)  -0.642
O (-0.38700, 2.68595, 1.45377)  -0.461
H (0.92400, 4.20495, 1.65077)  0.287
H (1.57100, 2.60195, 1.10077)  0.199
H (1.05000, 3.08795, 2.81377)  0.360
H (-1.11800, 3.11995, 2.12677)  0.298
C (3.33400, -3.64105, -0.53123)  -0.649
O (1.87300, -3.67205, -0.36023)  -0.389
C (1.25800, -2.40805, -0.85323)  -0.535
C (-0.18600, -2.45905, -0.34223)  -0.770
N (-0.89600, -1.27705, -0.71423)  0.043
C (-2.14200, -1.15805, -0.07723)  -0.515
C (-2.94300, 0.02695, -0.76823)  -0.598
O (-2.31300, 1.28095, -0.34323)  -0.127
C (-2.74800, 2.41195, -1.03023)  -0.899
H (3.53000, -4.11405, -1.48223)  0.313
H (3.69900, -4.35005, 0.18877)  0.253
H (3.79800, -2.59205, -0.24223)  0.246
H (1.09300, -2.21105, -1.86823)  0.503
H (1.90900, -1.65405, -0.54823)  0.216
H (-0.19000, -2.56105, 0.71877)  0.330
H (-0.79100, -3.30205, -0.80223)  0.307
H (-0.90400, -0.88905, -1.74223)  0.245
H (-2.36500, -0.91105, 1.03577)  0.096
H (-2.84800, -2.10405, -0.38623)  0.349
H (-3.98900, -0.09705, -0.37223)  0.344
H (-2.87100, 0.08795, -1.89523)  0.408
H (-2.40700, 2.15195, -2.13023)  0.359
H (-2.33800, 3.30295, -0.68423)  0.281
H (-3.99200, 2.54895, -0.88423)  0.216

Force components x, y, z for each atom (eV/Å):
0.0 0.1 0.4
-2.9 -5.0 -1.9
-1.3 -0.2 1.5
0.6 -0.4 -0.2
4.1 4.5 -0.8
0.2 1.1 2.2
-0.6 0.3 -1.1
3.6 1.6 0.5
-1.0 -1.2 2.9
-1.1 0.9 0.4
-1.6 -0.5 -2.2
-1.4 0.4 -0.9
1.5 -1.0 -0.7
-0.8 2.1 -3.9
-3.8 0.7 2.2
0.5 -0.3 -0.5
0.2 0.2 1.0
1.1 -1.2 3.6
2.9 -1.7 -2.7
-1.1 0.9 1.2
0.5 2.2 -1.4
-1.2 -3.4 1.8
0.2 -0.8 -1.5
1.1 3.1 -0.6
-5.3 0.1 -2.0
0.5 0.1 0.5
0.2 -1.4 1.5
-3.7 -2.1 -2.7
0.6 0.8 -0.6
0.2 -0.2 0.5
-0.9 -2.0 -1.1
0.7 -0.8 -2.4
0.6 1.8 1.2
-0.2 0.0 0.8
1.3 0.2 0.6
0.0 -1.8 2.7
1.6 -0.8 -1.5
1.4 1.8 1.2
0.8 0.7 -0.7
-0.4 -0.7 1.0
-1.3 1.4 1.6
1.1 1.2 0.7
3.3 -0.5 -0.8



(2)
Here is C23H31N3P2Sc as an isolated structure at a distorted geometry from the Open Molecules 2025 dataset. Energies are from wB97M-V/def2-TZVPD.

The total charge is +1. As for the HOMO-LUMO gap: 5.92 eV. The HOMO energy is -8.9 eV. The calculation puts the total energy at -68091.445 eV. Its spin multiplicity is 1. Its strongest force on any atom is 3.70 eV/A. As for the LUMO energy: -3.0 eV.

Last column: Mulliken charge in e.
Positions of all 60 atoms, in Å:
C (2.00971, -2.86844, 2.70183)  -0.531
C (2.09773, -1.85554, 1.75190)  -0.134
C (1.86202, -2.15689, 0.32682)  0.406
C (0.96658, -3.25355, 0.06259)  1.278
C (0.65275, -4.11943, 1.12222)  -0.776
C (1.28775, -4.04458, 2.37506)  -0.603
C (0.22239, -3.15730, -1.13590)  -1.791
C (0.85767, -2.50002, -2.22652)  1.562
C (1.81297, -1.48363, -1.86951)  0.376
C (2.00209, -0.42527, -2.89618)  -0.144
C (1.80140, -0.70234, -4.23902)  -0.713
C (1.01791, -1.80933, -4.59029)  -0.547
C (0.44958, -2.61428, -3.58823)  -0.683
H (2.46246, -2.70654, 3.70015)  0.406
H (-0.05543, -4.92264, 0.87284)  0.420
H (1.21107, -4.86185, 3.14025)  0.348
H (-0.74785, -3.71775, -1.26850)  0.382
H (2.15457, -0.01447, -5.02302)  0.402
H (0.82563, -2.06808, -5.65117)  0.383
H (-0.31073, -3.38455, -3.77164)  0.400
N (2.44957, -1.42968, -0.65926)  -0.509
Sc (-1.50178, 0.08514, -0.00526)  -1.486
C (2.21128, -0.37837, 2.07678)  -1.162
H (2.84182, 0.11180, 1.31462)  0.351
H (2.55814, -0.17821, 3.11682)  0.618
C (2.15333, 0.92792, -2.33455)  -1.162
H (2.88217, 0.91258, -1.49368)  0.412
H (2.44387, 1.69823, -3.09692)  0.650
P (0.42839, 0.27650, 1.77899)  1.730
P (0.46060, 1.33508, -1.59685)  1.292
C (-0.33538, 2.17913, -2.98878)  -1.346
H (-1.17541, 2.77517, -2.61964)  0.349
H (0.42475, 2.78065, -3.49920)  0.449
H (-0.72181, 1.40667, -3.65423)  0.416
C (1.14255, 2.90754, -0.83893)  -1.586
H (1.40220, 3.61359, -1.64715)  0.512
H (0.42967, 3.39519, -0.16776)  0.339
H (2.06463, 2.73170, -0.27248)  0.342
C (-0.43020, -0.31892, 3.28097)  -1.415
H (0.17460, -0.04841, 4.15182)  0.448
H (-1.41356, 0.16038, 3.36403)  0.382
H (-0.56581, -1.40227, 3.23938)  0.268
C (0.72989, 1.99493, 2.27744)  -1.406
H (-0.19189, 2.57175, 2.14785)  0.236
H (1.04024, 1.98347, 3.32915)  0.518
H (1.52368, 2.43899, 1.67157)  0.345
H (-0.68872, -1.21519, -0.42053)  0.274
H (-0.67903, 0.22499, -1.78091)  0.061
C (-3.66065, -0.11178, 1.49272)  -1.197
C (-3.35370, 1.31702, 1.23736)  0.315
N (-2.48149, 1.87366, 0.39416)  0.243
C (-2.70889, 3.26153, 0.43154)  -0.379
C (-3.65829, 3.48871, 1.37276)  -0.620
N (-4.05020, 2.27064, 1.84297)  -0.021
H (-3.35709, -0.32622, 2.52761)  0.403
H (-4.74850, -0.24232, 1.37455)  0.493
H (-3.14064, -0.83080, 0.75107)  0.302
H (-2.27658, 4.00642, -0.20055)  0.437
H (-4.06140, 4.37189, 1.77647)  0.475
H (-4.74064, 2.04734, 2.53240)  0.188

Force components x, y, z for each atom (eV/Å):
0.0 1.1 -0.6
0.8 -0.4 -0.5
0.9 -0.9 0.1
-0.8 1.9 0.2
0.1 -1.2 1.6
-0.5 -1.0 -0.8
1.1 -1.5 -0.9
-0.7 0.9 0.8
0.6 -0.5 -0.7
0.7 -1.6 0.1
0.0 0.7 0.9
-1.0 -2.4 0.3
0.1 0.6 -0.8
-0.7 -0.1 -0.6
0.4 0.2 0.4
-0.1 0.9 -1.0
1.4 0.3 0.0
-0.4 -0.1 0.5
0.1 0.4 0.8
0.5 0.3 -0.4
-2.9 1.4 0.1
2.7 1.6 -2.0
-0.3 -0.7 -0.7
-0.2 0.0 0.5
-0.4 0.0 -0.7
0.6 -0.1 0.2
-0.6 0.2 -0.5
-0.4 -0.6 0.7
0.8 0.0 0.7
1.6 2.3 1.7
0.0 -0.4 -0.3
0.1 0.1 -0.1
-0.5 0.1 0.0
-0.1 0.2 -0.2
0.3 0.8 -0.2
-0.1 -0.1 0.3
0.0 0.0 -0.1
-0.2 -0.2 -0.1
0.3 -0.1 0.3
-0.2 -0.2 0.1
0.2 0.0 0.0
0.0 0.0 0.1
-0.1 0.3 0.2
0.2 0.1 0.2
-0.1 0.2 -0.2
-0.2 -0.1 0.2
1.2 -2.7 -0.5
-1.9 -1.5 -0.2
0.5 -0.9 -0.4
0.5 1.1 -0.6
-1.3 2.1 -0.4
-0.6 -1.0 0.9
0.3 -0.1 -0.3
-0.3 -0.4 0.5
-0.2 -0.5 -0.4
0.5 -0.3 0.0
-1.5 0.4 1.5
0.6 -0.1 -0.2
-0.4 0.9 0.2
-0.3 0.4 0.3



(3)
Here is a 18-piece molecular cluster, H36O18 overall at a distorted geometry from the Open Molecules 2025 dataset. Energies are from wB97M-V/def2-TZVPD.

As for the HOMO-LUMO gap: 10.30 eV. The HOMO energy is -10.7 eV. The calculation puts the total energy at -37437.149 eV. Its spin multiplicity is 1. Its strongest force on any atom is 3.00 eV/A. As for the LUMO energy: -0.4 eV.

Last column: Mulliken charge in e.
Positions of all 54 atoms, in Å:
O (-1.94920, 2.86340, 1.19236)  -0.606
H (-2.48130, 2.26946, 1.70519)  0.271
H (-1.49070, 2.52897, 0.43485)  0.316
O (-1.45745, 1.22909, -2.00989)  -0.460
H (-0.98736, 1.09260, -2.87393)  0.178
H (-2.18316, 1.76554, -2.38377)  0.223
O (5.26995, -0.71552, 1.83997)  -0.618
H (5.12862, -0.29420, 2.70098)  0.330
H (4.37236, -0.89086, 1.59448)  0.248
O (2.82967, 3.73290, -3.53476)  -0.632
H (2.45503, 3.75928, -4.40509)  0.295
H (2.47817, 2.98227, -3.05744)  0.334
O (-2.82820, -0.90966, 3.69478)  -0.614
H (-3.54562, -1.51417, 3.40118)  0.309
H (-3.15342, -0.65487, 4.55680)  0.239
O (-1.68345, -0.80956, -0.34559)  -0.503
H (-2.61805, -0.75428, -0.17926)  0.200
H (-1.59134, -0.00423, -0.91693)  0.407
O (2.13003, -0.63832, 1.37269)  -0.535
H (2.86406, -1.23886, 1.42593)  0.246
H (2.06701, -0.10690, 2.21990)  0.286
O (3.99367, -2.60805, -0.24892)  -0.634
H (3.01277, -2.62821, -0.46935)  0.388
H (4.36634, -2.69804, -1.12012)  0.295
O (1.30269, 2.99114, -0.05217)  -0.593
H (2.04710, 2.64802, 0.43903)  0.327
H (1.03685, 2.19311, -0.49694)  0.256
O (-2.27150, -2.98214, 2.10865)  -0.608
H (-2.34434, -2.03090, 2.10674)  0.373
H (-1.32665, -3.06195, 2.24351)  0.289
O (0.35221, -1.19324, -4.52142)  -0.618
H (0.14482, -2.14035, -4.47169)  0.314
H (-0.42365, -0.83084, -4.05303)  0.289
O (-2.92064, 2.14969, 5.29247)  -0.637
H (-2.52413, 2.77797, 4.69008)  0.320
H (-2.26199, 1.66037, 5.80720)  0.318
O (2.56684, -0.84230, -1.68086)  -0.631
H (1.68932, -0.76482, -1.34247)  0.271
H (3.35165, -0.63452, -1.19966)  0.350
O (0.78423, 1.55791, -3.26155)  -0.558
H (1.30434, 1.60112, -2.45266)  0.294
H (0.49415, 0.63412, -3.45074)  0.283
O (-2.90490, 2.07899, -4.66650)  -0.623
H (-3.73751, 1.66645, -4.94055)  0.313
H (-2.36810, 1.99010, -5.47395)  0.318
O (0.61836, -3.94760, -0.05854)  -0.591
H (1.07669, -4.76860, -0.36124)  0.311
H (0.45986, -3.57896, -0.93102)  0.273
O (0.91249, -1.28018, 3.84391)  -0.649
H (0.71368, -1.94586, 4.53533)  0.301
H (0.61364, -1.59193, 2.94710)  0.350
O (-4.52250, -0.41313, 1.26097)  -0.608
H (-4.32936, 0.16629, 0.51624)  0.264
H (-4.07057, 0.30510, 1.78975)  0.339

Force components x, y, z for each atom (eV/Å):
-0.2 1.9 0.6
0.1 -0.9 -0.3
0.1 -1.0 -0.3
-0.6 0.5 -1.9
-0.3 0.5 1.6
0.0 -0.1 0.6
0.4 0.5 0.9
0.5 0.0 -0.1
-0.2 -0.2 -0.7
0.8 0.6 0.8
-0.5 -0.4 -0.4
-0.2 0.0 -0.4
-1.1 -0.4 -0.2
0.7 0.3 0.1
0.1 0.5 0.4
0.5 0.9 -0.6
-0.7 -0.7 0.5
0.3 -0.8 0.4
-0.9 1.7 0.8
0.1 -0.6 0.3
0.3 -1.3 -1.3
-2.0 -0.2 0.3
1.6 0.0 0.5
0.5 -0.1 -0.5
0.1 0.0 -0.1
0.5 0.2 0.5
-0.7 -0.4 -0.4
0.1 -0.4 -0.2
-0.2 0.5 -0.3
0.3 -0.5 -0.1
-1.0 -0.1 0.6
0.4 0.2 -0.1
0.2 -0.3 -0.4
-0.7 -0.6 0.4
0.6 -0.1 0.1
0.1 0.6 -0.6
-0.1 -0.6 -2.9
-0.1 0.4 1.4
-0.2 0.5 1.4
-0.4 -0.4 -1.0
-0.2 -0.7 0.0
1.7 0.8 0.4
0.0 -0.4 -0.7
0.1 0.2 0.3
-0.1 0.2 0.5
1.0 -1.2 -0.9
-0.4 0.6 0.9
-0.5 0.7 0.0
-0.3 -0.5 -0.5
0.0 0.5 -1.0
0.3 0.1 1.6
1.4 2.4 0.5
-0.8 -0.7 -1.6
-0.7 -1.7 1.1



(4)
Here is C42H35ClN2PS2SbSc as an isolated structure from the Open Molecules 2025 dataset. Energies are from wB97M-V/def2-TZVPD.

The total charge is +3. As for the HOMO-LUMO gap: 5.98 eV. The HOMO energy is -15.0 eV. The calculation puts the total energy at -117800.286 eV. Its spin multiplicity is 1. Its strongest force on any atom is 0.61 eV/A. As for the LUMO energy: -9.0 eV.

Last column: Mulliken charge in e.
Positions of all 85 atoms, in Å:
Sc (-0.95658, 0.32667, 0.10671)  0.088
Cl (-0.89691, 0.63221, 2.66461)  -0.055
C (0.75221, 0.77485, 3.34922)  0.867
C (0.83493, 0.77937, 4.72271)  -0.790
C (2.10183, 0.89688, 5.28445)  -0.679
C (3.22304, 1.01027, 4.47541)  -0.822
C (3.09669, 1.00531, 3.09364)  -0.685
C (1.84056, 0.88649, 2.49631)  -0.232
P (1.60886, 0.86024, 0.70879)  2.453
C (3.18479, 0.43635, -0.04341)  0.404
C (3.73849, -0.81540, 0.24346)  -0.146
C (4.92849, -1.19448, -0.35510)  -0.677
C (5.56176, -0.33605, -1.24974)  -0.748
C (5.01257, 0.90591, -1.53457)  -0.675
C (3.82343, 1.29858, -0.93174)  -0.627
C (1.09163, 2.51766, 0.20907)  0.271
C (1.00684, 3.60563, 1.07972)  -1.141
C (0.53200, 4.82140, 0.61207)  -0.786
C (0.13939, 4.96367, -0.71746)  -0.746
C (0.22623, 3.88769, -1.59054)  -0.855
C (0.69021, 2.66363, -1.12716)  -0.018
H (-0.04762, 0.69113, 5.34402)  0.569
H (2.20428, 0.90034, 6.36267)  0.472
H (4.20498, 1.10710, 4.92245)  0.480
H (3.97604, 1.09408, 2.46779)  0.595
H (3.26108, -1.48456, 0.95398)  0.310
H (5.37089, -2.15481, -0.11821)  0.469
H (6.49403, -0.63473, -1.71437)  0.438
H (5.51916, 1.58098, -2.21387)  0.495
H (3.41445, 2.27872, -1.14347)  0.500
H (1.33419, 3.50858, 2.10824)  0.522
H (0.48244, 5.67207, 1.28127)  0.513
H (-0.22935, 5.91817, -1.07619)  0.533
H (-0.06030, 4.01076, -2.62927)  0.481
H (0.80402, 1.83542, -1.82390)  0.417
S (-3.01377, -1.03411, 0.15957)  -0.432
Sb (-1.61325, -2.82767, -0.35545)  2.113
C (-2.19555, -4.50832, -1.43294)  0.716
C (-1.52411, -4.79464, -2.61740)  -0.068
C (-1.84125, -5.96174, -3.29558)  -0.756
C (-2.81877, -6.81388, -2.79626)  -0.538
C (-3.49251, -6.50739, -1.61878)  -0.682
C (-3.18675, -5.34663, -0.92693)  -0.764
C (-0.28665, -1.67307, -1.55980)  -0.190
C (1.08651, -1.93748, -1.65213)  -0.548
C (1.86120, -1.30050, -2.61117)  -0.607
C (1.27552, -0.40987, -3.50487)  -0.536
C (-0.09038, -0.15297, -3.44408)  -1.037
C (-0.87431, -0.78379, -2.48347)  -0.450
C (-0.61708, -3.26348, 1.43573)  0.309
C (-1.21772, -4.13329, 2.34152)  -0.703
C (-0.62549, -4.35170, 3.57707)  -0.802
C (0.55639, -3.69968, 3.91078)  -0.757
C (1.15173, -2.82701, 3.00807)  -0.514
C (0.56729, -2.61104, 1.76861)  1.119
H (-0.76487, -4.13224, -3.01680)  0.439
H (-1.32667, -6.20437, -4.21737)  0.423
H (-3.06266, -7.72260, -3.33234)  0.420
H (-4.26064, -7.17150, -1.24168)  0.429
H (-3.72811, -5.10672, -0.01877)  0.353
H (1.55841, -2.64817, -0.98423)  0.601
H (2.92452, -1.50702, -2.66635)  0.551
H (1.88178, 0.06989, -4.26451)  0.479
H (-0.55273, 0.50634, -4.16901)  0.520
H (-1.94989, -0.65182, -2.49613)  0.991
H (-2.13956, -4.65219, 2.10125)  0.317
H (-1.08683, -5.03366, 4.28068)  0.457
H (1.01668, -3.88138, 4.87418)  0.453
H (2.07844, -2.32527, 3.26516)  0.495
H (1.05219, -1.94421, 1.06720)  -0.634
N (-5.13067, 6.22885, -0.77967)  -0.339
C (-4.04855, 5.72938, -1.37512)  -0.196
S (-3.11129, 6.47958, -2.49180)  -0.227
C (-3.57773, 4.38987, -0.91979)  0.354
C (-3.20806, 4.16378, 0.40097)  -0.469
C (-2.54333, 2.99787, 0.71994)  -0.502
N (-2.28306, 2.03676, -0.18169)  0.781
C (-2.74123, 2.22280, -1.44056)  -0.281
C (-3.36600, 3.36977, -1.84880)  -0.915
H (-5.46075, 7.14259, -1.05248)  0.249
H (-5.73417, 5.66472, -0.20413)  0.227
H (-3.37220, 4.91097, 1.16716)  0.495
H (-2.19192, 2.83608, 1.72745)  0.544
H (-2.57494, 1.41999, -2.14333)  0.355
H (-3.66593, 3.50002, -2.87953)  0.560

Force components x, y, z for each atom (eV/Å):
-0.3 0.4 -0.3
0.1 -0.1 0.1
-0.2 0.0 -0.1
0.0 0.0 0.0
0.0 0.0 0.1
0.1 0.0 0.0
0.0 0.0 -0.1
0.0 0.0 0.1
-0.1 -0.2 0.1
0.0 0.0 -0.1
0.0 0.0 0.0
0.0 0.0 0.0
0.0 0.0 0.0
0.0 0.0 0.0
0.0 0.0 0.0
0.0 0.0 -0.1
0.0 0.0 0.0
0.0 0.0 0.0
0.0 0.0 0.1
-0.1 0.0 -0.1
0.0 0.1 0.1
0.0 0.0 0.0
0.0 0.0 -0.1
-0.1 0.0 0.0
0.0 0.0 0.0
0.0 0.0 0.0
0.0 0.0 0.0
-0.1 0.0 0.0
0.0 0.0 0.0
0.0 0.0 0.0
0.0 0.0 0.0
0.0 0.0 0.0
0.0 -0.1 0.0
0.0 0.0 0.1
0.0 0.0 0.0
0.1 0.0 0.1
0.3 -0.2 0.1
-0.3 0.0 -0.1
0.1 0.1 0.0
0.0 -0.1 0.0
0.0 0.0 0.0
0.0 0.0 -0.1
0.0 0.1 0.1
0.2 -0.1 -0.1
0.0 0.0 0.1
0.0 0.0 -0.1
0.0 0.0 0.0
0.0 0.0 0.0
0.1 0.0 0.1
0.0 -0.1 0.0
-0.1 -0.1 0.0
0.0 0.0 0.0
0.0 0.0 0.0
0.0 0.0 0.1
-0.1 0.1 0.0
0.0 0.0 0.0
0.0 0.0 0.1
0.0 0.0 0.0
0.0 0.0 0.0
0.0 0.0 0.0
0.0 0.0 0.0
-0.1 0.0 0.0
0.0 0.0 0.0
0.0 0.0 0.0
-0.1 0.0 0.0
0.0 0.0 0.0
0.0 0.0 0.0
0.0 0.0 0.0
0.0 0.0 0.0
0.0 0.0 -0.1
0.0 -0.1 0.0
0.0 0.1 0.0
0.0 0.0 0.1
0.0 0.0 0.0
0.0 0.0 0.0
0.0 0.0 0.0
0.0 0.1 0.0
0.0 0.0 0.0
-0.1 0.0 0.0
0.0 0.0 0.0
0.0 0.0 0.0
0.0 0.0 0.0
0.0 0.0 0.1
0.0 -0.1 -0.1
0.0 0.0 0.0